No. 1
Here is a cluster of 13 separate species, C5H37N2O12S in total at a distorted geometry from OMol25. Energies are from ωB97M-V/def2-TZVPD.

Last column: Löwdin charge in e.
Geometry (Å):
O1 -2.447 -1.416 2.316  -0.18
H1 0.171 -2.417 -3.919  0.04
H2 2.040 -1.164 2.218  0.04
H3 1.834 2.017 -1.320  -0.01
N1 0.164 -0.278 -0.514  -0.07
H4 -1.099 1.069 -3.418  -0.01
H5 1.934 -0.499 -3.658  -0.02
H6 -1.923 -2.257 0.286  -0.01
H7 0.323 0.549 1.353  0.11
H8 2.597 1.695 2.641  -0.15
C1 2.800 -0.570 1.712  -0.53
H9 -0.159 -3.536 -2.783  0.04
H10 -2.587 2.084 2.229  0.02
H11 -2.721 3.405 1.505  0.04
H12 -1.008 -2.219 2.118  0.02
C2 -2.033 -1.001 -1.262  -0.21
O2 -0.379 3.782 -0.081  -0.09
O3 -2.339 2.526 1.352  -0.13
H13 -3.432 -1.665 0.094  0.05
H14 -2.943 -1.925 2.951  0.03
H15 2.150 3.396 -1.976  0.05
H16 -0.485 2.285 3.932  0.01
H17 -1.837 0.614 4.085  -0.02
H18 0.430 1.873 2.923  -0.03
H19 -1.305 2.458 -3.962  0.02
H20 -1.585 0.385 0.492  0.08
H21 0.577 0.024 -2.301  0.04
O4 -0.206 -2.723 1.748  -0.12
H22 1.639 -4.212 1.367  0.03
O5 2.443 2.487 -1.895  -0.03
O6 0.352 2.596 3.557  -0.09
O7 -1.750 1.606 -3.929  -0.10
H23 3.014 1.099 0.447  0.09
H24 2.529 -2.005 -3.211  0.01
O8 2.677 -1.126 -3.578  -0.10
H25 -2.874 -0.566 -1.814  0.11
N2 -2.639 -2.065 -0.388  -0.01
H26 1.173 -3.107 0.624  -0.01
C3 2.372 0.216 0.443  -0.24
O9 -2.007 0.850 3.169  -0.35
H27 -1.398 1.128 -0.949  0.11
H28 -1.252 4.186 0.012  0.03
O10 0.487 -3.153 -3.384  -0.06
O11 0.531 0.405 -3.219  -0.09
H29 3.679 -1.125 1.342  0.08
C4 -1.279 0.124 -0.516  -0.20
C5 0.892 0.625 0.413  -0.22
H30 -1.269 -1.640 -1.794  0.10
H31 2.555 -0.458 -0.414  0.12
O12 1.840 -3.824 0.498  -0.10
H32 0.771 1.679 0.141  0.08
S1 3.235 0.586 3.079  0.68
H33 -2.236 -0.355 2.522  0.00
H34 -0.691 -3.516 1.474  0.05
H35 1.093 1.200 -3.183  0.06
H36 0.121 -1.224 -0.164  0.08
H37 -0.538 3.098 0.592  -0.01

Output
Energy relative to the best compared isomer or geometry (same formula, charge and spin) in kcal/mol: 49.8
Charge: -1
Frontier orbital gap in eV: 9.05
Strongest force on any atom in eV Å⁻¹: 2.01
Lowest unoccupied orbital energy in eV: 2.638
Calculated total energy in eV: -44172.2069

No. 2
Here is a cluster of 3 separate species, C14H20NO4 in total at a distorted geometry from OMol25. Energies are from ωB97M-V/def2-TZVPD.

Last column: Löwdin charge in e.
Geometry (Å):
H1 -3.802 -0.501 -2.916  0.11
H2 -1.736 -0.847 0.570  0.14
C1 4.238 -0.469 2.206  -0.12
O1 -1.435 0.430 -1.968  0.12
H3 8.492 2.046 3.355  0.09
O2 -5.418 -1.622 -3.518  0.03
H4 5.024 -0.789 4.248  0.16
O3 0.527 0.441 -0.793  0.04
H5 -5.591 1.121 -4.559  0.14
H6 1.182 -0.801 0.711  0.11
C2 7.360 1.736 3.575  0.10
H7 -5.954 0.213 -6.069  0.13
C3 -4.090 -1.154 -3.746  -0.18
C4 -4.149 -0.417 -5.059  -0.17
H8 3.990 0.436 1.507  0.14
C5 3.327 0.861 4.110  -0.06
H9 -3.402 -2.003 -3.786  0.13
C6 -5.546 0.149 -5.058  -0.09
H10 1.322 -0.736 4.098  0.18
H11 -2.330 0.851 0.560  0.14
C7 -6.293 -0.858 -4.236  -0.46
O4 -7.507 -0.965 -4.180  0.10
N1 2.931 -1.153 2.594  0.06
H12 1.740 0.887 0.824  0.11
C8 -0.832 0.381 -0.909  -0.44
C9 -1.459 0.203 0.441  -0.07
C10 0.890 0.246 0.573  -0.20
C11 2.367 -0.422 3.640  0.08
H13 -0.370 1.690 1.530  0.13
C12 -0.339 0.606 1.366  -0.17
H14 3.280 1.022 5.271  0.15
H15 2.459 -2.002 2.197  0.18
C13 6.041 1.219 3.531  -0.04
H16 -3.369 0.343 -5.161  0.12
H17 5.029 -1.062 1.578  0.16
H18 -0.380 0.115 2.342  0.10
H19 3.092 1.752 3.389  0.15
H20 -4.040 -1.126 -5.888  0.12
C14 4.748 0.183 3.632  -0.27

Output
Energy relative to the best compared isomer or geometry (same formula, charge and spin) in kcal/mol: 187.1
Charge: +1
Frontier orbital gap in eV: 5.54
Strongest force on any atom in eV Å⁻¹: 9.90
Lowest unoccupied orbital energy in eV: -5.701
Calculated total energy in eV: -24508.7036

No. 3
Here is the molecule C13H19N3O2S at a distorted geometry from OMol25. Energies are from ωB97M-V/def2-TZVPD.

Last column: Löwdin charge in e.
Geometry (Å):
O1 -4.762 0.004 -0.409  -0.08
C1 -0.938 1.517 0.188  -0.22
N1 3.950 0.286 -0.939  0.00
H1 -1.871 3.069 1.336  0.11
H2 -6.747 0.007 -0.179  0.09
C2 -3.319 1.708 0.574  -0.02
H3 -2.647 -0.998 -1.324  0.12
H4 2.732 2.730 0.809  0.12
H5 -6.034 1.637 -0.247  0.10
H6 -0.186 -2.480 1.091  0.09
C3 -1.177 0.363 -0.569  -0.02
H7 0.350 -4.100 1.616  0.09
H8 -4.138 2.246 1.026  0.10
H9 2.004 0.058 -1.578  0.09
H10 -0.341 -0.153 -1.014  0.10
C4 2.693 -1.846 -0.821  -0.15
C5 0.396 2.017 0.413  -0.09
C6 -5.904 0.619 0.136  -0.08
N2 2.641 1.907 0.206  -0.03
C7 3.834 1.345 -0.125  -0.90
H11 -5.864 0.643 1.230  0.10
H12 3.242 -0.734 -2.583  0.12
O2 1.850 -2.813 1.281  -0.18
N3 1.423 1.424 -0.063  0.03
H13 3.606 -2.445 -0.820  0.12
C8 2.926 -0.522 -1.557  -0.19
H14 0.505 -3.624 -0.089  0.08
C9 2.238 -1.626 0.628  -0.23
H15 4.901 -0.045 -1.026  0.12
C10 -3.545 0.556 -0.175  -0.27
C11 -2.032 2.176 0.750  -0.03
H16 0.496 2.920 1.027  0.13
H17 1.927 -2.402 -1.364  0.11
C12 -2.454 -0.109 -0.745  0.01
H18 3.070 -1.233 1.220  0.13
C13 0.564 -3.269 0.946  -0.11
S1 5.194 2.063 0.500  0.57
H19 1.416 -0.897 0.649  0.10

Output
SMILES: COCCCNC(=S)N/N=C/c1ccc(OC)cc1
Energy relative to the best compared isomer or geometry (same formula, charge and spin) in kcal/mol: 67.4
Frontier orbital gap in eV: 8.03
Strongest force on any atom in eV Å⁻¹: 1.05
Lowest unoccupied orbital energy in eV: 0.185
Calculated total energy in eV: -33188.2974

No. 4
Here is the molecule C21H20BN5O3 at a distorted geometry from OMol25. Energies are from ωB97M-V/def2-TZVPD.

Last column: Löwdin charge in e.
Geometry (Å):
H1 1.316 -0.002 4.476  0.11
H2 2.417 -0.998 -1.081  0.15
H3 3.104 -1.289 -3.264  0.09
N1 -2.615 -0.201 2.068  0.11
N2 3.271 -0.553 -0.767  0.13
H4 -3.053 1.254 0.470  0.09
H5 -1.141 -1.781 -0.306  0.13
H6 -2.259 -1.731 -2.459  0.11
C1 2.334 -0.256 2.733  -0.22
C2 4.063 -0.873 -3.040  -0.08
O1 -4.591 0.945 -4.984  0.11
H7 -4.214 2.621 -1.209  0.13
C3 -1.194 0.051 3.931  -0.20
H8 4.830 -1.123 -5.025  0.08
C4 5.000 -0.810 -3.986  0.07
N3 -1.727 -1.058 0.076  0.12
C5 4.674 0.159 2.604  -0.09
N4 -0.404 -1.056 1.972  0.17
H9 -1.615 -0.004 6.003  0.09
C6 2.276 -0.449 1.360  0.03
B1 -3.854 -0.148 -4.559  -0.57
H10 5.530 0.089 0.652  0.11
C7 -3.851 1.614 -1.446  -0.02
H11 -3.741 -1.140 -6.266  0.10
N5 1.176 -0.254 3.512  0.12
H12 -3.262 0.602 3.802  0.12
H13 -1.223 1.623 5.386  0.10
H14 3.617 0.135 4.453  0.10
C8 -4.616 1.818 -3.909  -0.15
O2 5.364 0.141 -1.357  0.04
H15 5.655 0.294 3.046  0.11
H16 1.309 -0.680 0.904  0.10
C9 -3.472 -0.113 -3.057  -0.02
H17 0.036 0.399 5.661  0.05
C10 -0.158 -0.446 3.124  -0.23
C11 -2.751 -0.841 -2.125  0.03
C12 4.588 0.021 1.241  -0.03
C13 3.399 -0.319 0.589  -0.23
C14 -0.963 0.541 5.310  -0.04
O3 -3.469 -1.207 -5.350  0.18
C15 4.308 -0.412 -1.666  -0.45
C16 3.545 0.051 3.380  -0.04
H18 -5.664 2.050 -3.650  0.14
C17 -1.600 -0.813 1.459  -0.35
C18 -2.605 -0.360 -0.819  -0.20
C19 -3.206 0.858 -0.504  -0.02
C20 -3.990 1.123 -2.718  -0.18
C21 -2.422 0.145 3.313  -0.09
H19 -4.065 2.747 -4.201  0.15
H20 5.916 -0.361 -3.780  0.05

Output
SMILES: C=CC(=O)Nc1cccc(Nc2nc(Nc3ccc4c(c3)B(O)OC4)ncc2C)c1
Energy relative to the best compared isomer or geometry (same formula, charge and spin) in kcal/mol: 1.3
Frontier orbital gap in eV: 8.15
Strongest force on any atom in eV Å⁻¹: 2.67
Lowest unoccupied orbital energy in eV: 0.391
Calculated total energy in eV: -36373.7541

Here are the calculated E_HOMO numbers, same order: -6.42, -11.24, -7.84, -7.76 (eV).